The following is a DFT calculation (wB97M-V/def2-TZVPD) of a molecular structure, C42H37BIIrN7O3.

Structure (ORCA input):
```
! wB97M-V def2-TZVPD RIJCOSX def2/J DEFGRID3
* xyz 2 6
Ir -0.159 -0.106 -0.279
C 1.753 2.573 4.324
C 1.254 2.560 2.921
C 1.181 3.601 2.026
C 0.561 3.087 0.876
N 0.339 1.772 1.048
N 0.742 1.470 2.305
B 0.551 0.085 2.917
N -0.935 -0.327 2.720
N -1.508 -0.303 1.538
C -2.826 -0.620 1.723
C -3.055 -0.844 3.100
C -1.846 -0.649 3.706
C -1.488 -0.818 5.137
C -3.773 -0.711 0.662
C -4.949 -1.476 0.843
C -5.869 -1.576 -0.169
C -5.652 -0.905 -1.378
C -4.497 -0.142 -1.572
C -3.567 -0.044 -0.569
N 1.492 -0.922 2.198
N 1.554 -1.008 0.886
C 2.561 -1.881 0.587
C 3.140 -2.327 1.803
C 2.442 -1.708 2.799
C 2.636 -1.803 4.270
C 2.942 -2.310 -0.721
C 3.988 -3.262 -0.852
C 4.295 -3.792 -2.076
C 3.602 -3.377 -3.221
C 2.612 -2.392 -3.125
C 2.293 -1.867 -1.902
C 0.170 3.858 -0.304
C -1.022 3.598 -0.975
C -1.361 4.320 -2.108
C -0.506 5.300 -2.587
C 0.661 5.602 -1.896
C 0.990 4.899 -0.751
H 2.102 3.570 4.578
H 2.579 1.874 4.461
H 0.963 2.298 5.024
H 1.474 4.621 2.211
H 0.810 0.112 4.068
H -3.989 -1.075 3.582
H -2.355 -1.171 5.690
H -1.150 0.117 5.585
H -0.688 -1.551 5.243
H -5.110 -2.011 1.769
H -6.763 -2.168 -0.035
H -6.397 -0.970 -2.160
H -4.354 0.381 -2.508
H -2.683 0.567 -0.690
H 3.962 -3.008 1.934
H 3.401 -2.543 4.490
H 1.716 -2.091 4.778
H 2.956 -0.845 4.680
H 4.539 -3.588 0.018
H 5.070 -4.542 -2.155
H 3.841 -3.811 -4.183
H 2.104 -2.048 -4.016
H 1.519 -1.122 -1.834
H -1.699 2.855 -0.569
H -2.296 4.127 -2.619
H -0.760 5.852 -3.483
H 1.311 6.392 -2.248
H 1.894 5.136 -0.206
O 0.445 -4.991 -1.118
C -0.100 -4.757 -2.317
C -0.038 -5.761 -3.289
C -0.566 -5.549 -4.544
C -1.177 -4.336 -4.869
C -1.252 -3.341 -3.918
C -0.727 -3.534 -2.638
C -0.736 -2.431 -1.665
O -0.254 -2.580 -0.501
O -1.143 -1.279 -2.008
H 0.298 -4.203 -0.558
H 0.426 -6.701 -3.020
H -0.513 -6.335 -5.286
H -1.583 -4.179 -5.858
H -1.717 -2.392 -4.151
I 3.098 1.523 -1.402
C 1.548 1.473 -2.824
C 1.850 1.836 -4.128
C 0.864 1.708 -5.091
C -0.395 1.278 -4.705
C -0.618 0.995 -3.373
N 0.340 1.060 -2.439
H 2.841 2.182 -4.382
H 1.080 1.939 -6.126
H -1.193 1.159 -5.424
H -1.596 0.687 -3.038
*
```

Properties
relative energy (zero: lowest compared OMol25 entry of this formula, charge and spin): 0.000 eV


The following is a DFT calculation (wB97M-V/def2-TZVPD) of a molecular structure, C42H37I2N6ORuS.

Structure (ORCA input):
```
! wB97M-V def2-TZVPD RIJCOSX def2/J DEFGRID3
* xyz 0 2
Ru 1.081 0.737 -0.136
I 1.033 4.138 -4.217
C 2.619 3.557 -2.970
C 3.804 4.265 -2.920
C 4.827 3.846 -2.093
I 6.649 4.924 -2.154
C 4.684 2.730 -1.248
C 5.671 2.191 -0.399
C 5.367 1.103 0.394
C 4.077 0.597 0.409
N 3.119 1.080 -0.384
C 3.427 2.076 -1.251
C 2.383 2.425 -2.175
O 1.316 1.731 -2.236
H 3.937 5.138 -3.541
H 6.660 2.620 -0.383
H 6.125 0.657 1.018
H 3.801 -0.212 1.071
C -4.418 -2.962 -1.235
C -5.070 -1.973 -0.316
C -6.413 -2.069 0.001
C -7.023 -1.146 0.836
C -6.268 -0.144 1.417
C -4.915 -0.050 1.142
C -4.316 -0.931 0.248
N -2.963 -0.877 -0.074
C -2.016 0.100 0.059
N -2.392 1.395 0.179
C -1.543 2.522 0.050
C -0.154 2.440 0.199
C 0.593 3.605 0.050
C 0.001 4.802 -0.308
C -1.376 4.867 -0.420
C -2.168 3.753 -0.204
C -3.665 3.885 -0.233
N -0.761 -0.225 0.049
C -0.302 -1.601 -0.151
C -0.690 -2.539 0.947
C -1.028 -3.831 0.703
C -1.136 -4.321 -0.607
C -0.940 -3.455 -1.689
C -0.626 -2.137 -1.522
C -0.505 -1.195 -2.672
H -5.157 -3.622 -1.679
H -3.698 -3.584 -0.700
H -3.889 -2.450 -2.038
H -6.990 -2.879 -0.421
H -8.080 -1.217 1.033
H -6.730 0.561 2.092
H -4.311 0.684 1.653
H -2.558 -1.758 -0.370
H -3.369 1.583 0.007
H 1.668 3.582 0.211
H 0.611 5.675 -0.494
H -1.853 5.802 -0.676
H -3.941 4.923 -0.392
H -4.099 3.571 0.717
H -4.118 3.301 -1.035
H -0.608 -2.156 1.952
H -1.244 -4.497 1.526
H -1.406 -5.348 -0.779
H -1.086 -3.835 -2.692
H -0.330 -1.737 -3.599
H 0.310 -0.480 -2.511
H -1.419 -0.607 -2.795
C 1.223 -1.380 -0.135
C 2.168 -2.193 -0.302
C 3.170 -3.079 -0.624
C 3.833 -3.882 0.331
C 4.704 -4.862 -0.081
C 4.941 -5.077 -1.436
C 4.318 -4.273 -2.387
C 3.456 -3.281 -1.997
H 3.623 -3.729 1.380
H 5.201 -5.484 0.652
H 5.610 -5.863 -1.747
H 4.511 -4.434 -3.437
H 2.963 -2.649 -2.721
S 2.459 1.998 2.553
C 1.205 1.470 3.483
N 1.074 1.633 4.814
C -0.123 0.989 5.315
C -0.895 0.683 4.014
N 0.133 0.809 3.004
H 1.859 1.867 5.395
H -0.673 1.671 5.968
H 0.122 0.071 5.865
H -1.696 1.415 3.852
H -1.323 -0.322 4.004
H -0.052 0.880 1.993
*
```

Properties
relative energy (zero: lowest compared OMol25 entry of this formula, charge and spin): 0.000 eV


The following is a DFT calculation (wB97M-V/def2-TZVPD) of a molecular structure, C42H37MoN4O6Te.

Structure (ORCA input):
```
! wB97M-V def2-TZVPD RIJCOSX def2/J DEFGRID3
* xyz 2 2
Mo -0.103 -0.316 -0.377
O 3.587 1.940 4.191
C 2.662 1.539 3.339
C 1.588 2.326 2.912
C 0.704 1.816 1.997
N 0.842 0.598 1.428
C 1.828 -0.179 1.938
C 2.735 0.227 2.869
C 1.740 -1.611 1.484
O 2.371 -2.509 1.920
O 0.786 -1.703 0.527
C -0.535 2.593 1.646
O -0.531 3.510 0.865
O -1.641 2.123 2.236
H 3.440 2.833 4.530
H 1.432 3.323 3.307
H 3.490 -0.460 3.230
C 0.507 -3.028 -1.989
N 0.437 -1.562 -2.010
C 0.824 -0.912 -3.058
C 1.050 0.474 -2.890
C 1.415 1.527 -3.696
C 1.584 2.643 -2.848
C 1.310 2.232 -1.561
N 0.973 0.909 -1.565
C 1.816 -3.543 -1.422
C 2.997 -2.815 -1.513
C 4.191 -3.358 -1.053
C 4.214 -4.635 -0.513
C 3.036 -5.364 -0.422
C 1.840 -4.811 -0.855
H 0.401 -3.397 -3.011
H -0.326 -3.407 -1.400
H 1.029 -1.427 -3.992
H 1.547 1.499 -4.767
H 1.877 3.637 -3.144
H 1.333 2.807 -0.650
H 3.008 -1.822 -1.948
H 5.104 -2.781 -1.125
H 5.146 -5.058 -0.162
H 3.048 -6.366 -0.012
H 0.918 -5.375 -0.760
C -7.178 5.499 4.954
C -6.220 4.778 4.049
C -5.467 3.704 4.515
C -4.599 3.002 3.696
C -3.853 1.825 4.270
C -4.475 3.410 2.357
Te -3.164 2.524 0.971
N -1.506 0.911 -0.246
C -1.928 0.551 -1.497
O -1.906 -0.705 -1.681
C -2.341 1.510 -2.519
C -2.064 2.871 -2.383
C -2.485 3.752 -3.364
C -3.183 3.280 -4.469
C -3.448 1.921 -4.611
C -3.022 1.033 -3.642
C -4.208 0.694 0.835
C -5.309 0.957 0.011
C -6.065 -0.082 -0.503
C -5.706 -1.387 -0.199
C -4.614 -1.637 0.615
C -3.825 -0.613 1.137
C -2.630 -0.991 1.972
C -5.240 4.476 1.846
C -5.264 4.894 0.389
C -6.099 5.137 2.712
H -6.852 5.454 5.992
H -8.164 5.035 4.896
H -7.286 6.542 4.661
H -5.570 3.394 5.549
H -4.440 1.353 5.054
H -2.903 2.135 4.708
H -3.653 1.076 3.508
H -1.474 3.227 -1.548
H -2.260 4.807 -3.275
H -3.521 3.974 -5.228
H -3.975 1.559 -5.484
H -3.218 -0.029 -3.724
H -5.575 1.985 -0.227
H -6.919 0.126 -1.133
H -6.280 -2.212 -0.600
H -4.344 -2.662 0.843
H -2.905 -1.752 2.702
H -2.199 -0.148 2.503
H -1.854 -1.441 1.347
H -4.353 4.654 -0.160
H -5.422 5.968 0.305
H -6.102 4.411 -0.119
H -6.706 5.949 2.325
*
```

Properties
relative energy (zero: lowest compared OMol25 entry of this formula, charge and spin): 1.353 eV


The following is a DFT calculation (wB97M-V/def2-TZVPD) of a molecular structure, C42H37MoN4O6Te.

Structure (ORCA input):
```
! wB97M-V def2-TZVPD RIJCOSX def2/J DEFGRID3
* xyz 2 2
Mo -0.817 1.617 0.255
O 4.687 4.407 -1.052
C 3.560 3.731 -0.892
C 2.334 4.099 -1.448
C 1.247 3.324 -1.144
N 1.277 2.247 -0.347
C 2.493 1.805 0.027
C 3.640 2.521 -0.187
C 2.582 0.370 0.486
O 3.003 0.016 1.546
O 2.111 -0.479 -0.468
C -0.080 3.504 -1.836
O -0.309 4.276 -2.698
O -0.970 2.570 -1.363
H 4.564 5.217 -1.565
H 2.221 4.942 -2.120
H 4.600 2.147 0.142
C -1.258 4.797 0.836
N -1.605 3.396 1.113
C -2.658 3.167 1.842
C -3.259 1.892 1.753
C -4.388 1.300 2.272
C -4.536 0.065 1.601
C -3.494 -0.048 0.705
N -2.702 1.062 0.776
C -2.063 5.429 -0.272
C -1.676 6.700 -0.688
C -2.382 7.357 -1.680
C -3.481 6.743 -2.273
C -3.867 5.479 -1.860
C -3.162 4.822 -0.856
H -0.189 4.857 0.621
H -1.411 5.359 1.762
H -3.108 3.973 2.415
H -5.033 1.710 3.034
H -5.324 -0.656 1.746
H -3.274 -0.851 0.017
H -0.819 7.183 -0.229
H -2.082 8.350 -1.987
H -4.035 7.255 -3.048
H -4.723 4.998 -2.314
H -3.485 3.833 -0.553
C 4.582 -6.662 -2.818
C 3.863 -5.551 -2.104
C 3.849 -4.258 -2.613
C 3.186 -3.208 -1.991
C 3.287 -1.854 -2.651
C 2.494 -3.493 -0.803
Te 1.400 -2.138 0.394
N -0.022 0.041 0.985
C -0.224 0.410 2.274
O -0.293 1.672 2.388
C -0.407 -0.549 3.376
C 0.681 -1.281 3.844
C 0.496 -2.173 4.889
C -0.764 -2.336 5.453
C -1.842 -1.595 4.986
C -1.665 -0.690 3.951
C -0.478 -2.537 -0.492
C -1.134 -3.553 0.194
C -2.350 -4.031 -0.277
C -2.902 -3.482 -1.421
C -2.274 -2.417 -2.053
C -1.066 -1.908 -1.592
C -0.506 -0.663 -2.202
C 2.512 -4.781 -0.242
C 1.839 -5.198 1.051
C 3.194 -5.786 -0.915
H 5.223 -6.279 -3.610
H 3.864 -7.350 -3.268
H 5.194 -7.238 -2.125
H 4.382 -4.051 -3.533
H 3.752 -1.961 -3.628
H 3.901 -1.169 -2.066
H 2.316 -1.385 -2.800
H 1.673 -1.110 3.444
H 1.340 -2.730 5.273
H -0.901 -3.030 6.272
H -2.819 -1.715 5.434
H -2.500 -0.106 3.586
H -0.718 -3.984 1.097
H -2.853 -4.831 0.249
H -3.837 -3.864 -1.810
H -2.738 -1.957 -2.918
H -1.063 -0.332 -3.074
H 0.550 -0.743 -2.454
H -0.565 0.151 -1.465
H 1.623 -4.391 1.759
H 2.484 -5.889 1.591
H 0.901 -5.717 0.848
H 3.208 -6.781 -0.483
*
```

Properties
relative energy (zero: lowest compared OMol25 entry of this formula, charge and spin): 1.843 eV


The following is a DFT calculation (wB97M-V/def2-TZVPD) of a molecular structure, C42H37NdP2S.

Structure (ORCA input):
```
! wB97M-V def2-TZVPD RIJCOSX def2/J DEFGRID3
* xyz 2 4
C 1.957 -1.953 -1.220
C 2.029 -0.581 -1.009
C 3.199 -0.016 -0.510
C 4.304 -0.821 -0.247
C 4.244 -2.194 -0.479
C 3.064 -2.761 -0.962
P 0.651 0.467 -1.392
C 1.329 2.109 -1.699
C 1.228 3.140 -0.765
C 1.856 4.367 -1.016
C 2.567 4.555 -2.199
C 2.653 3.521 -3.135
C 2.033 2.294 -2.881
Nd -1.146 0.836 0.209
P -0.259 -1.024 1.522
C 1.377 -0.911 2.188
C 2.177 -2.033 2.351
C 3.437 -1.907 2.945
C 3.891 -0.662 3.373
C 3.095 0.468 3.191
C 1.841 0.344 2.588
C -1.408 -0.696 2.911
C -2.773 -0.583 2.635
C -3.680 -0.335 3.667
C -3.222 -0.213 4.974
C -1.859 -0.335 5.252
C -0.949 -0.574 4.225
C -0.672 -2.659 0.966
C -1.141 -2.883 -0.327
C -1.493 -4.175 -0.732
C -1.388 -5.234 0.168
C -0.950 -5.003 1.473
C -0.599 -3.708 1.875
C -0.085 -0.126 -2.920
C 0.734 -0.752 -3.852
C 0.207 -1.168 -5.079
C -1.140 -0.948 -5.371
C -1.958 -0.312 -4.440
C -1.433 0.100 -3.209
H -3.133 -0.684 1.603
H -4.740 -0.237 3.440
H -3.927 -0.022 5.783
H -1.502 -0.243 6.277
H 0.112 -0.659 4.443
H 1.843 -3.006 2.006
H 4.067 -2.788 3.063
H 4.872 -0.569 3.837
H 3.448 1.447 3.508
H 1.222 1.227 2.419
H -1.245 -2.040 -1.015
H -1.857 -4.345 -1.743
H -1.664 -6.241 -0.142
H -0.890 -5.826 2.183
H -0.289 -3.533 2.902
H 1.783 -0.935 -3.634
H 0.852 -1.663 -5.803
H -1.549 -1.275 -6.325
H -3.007 -0.132 -4.661
H -2.071 0.602 -2.477
H 0.643 2.988 0.146
H 1.772 5.172 -0.290
H 3.047 5.510 -2.400
H 3.196 3.669 -4.065
H 2.098 1.499 -3.617
H 3.258 1.056 -0.333
H 5.217 -0.373 0.145
H 5.109 -2.822 -0.276
H 3.004 -3.834 -1.140
H 1.046 -2.409 -1.602
H 5.921 -5.098 -0.149
H 5.454 -5.546 -0.529
S -3.299 2.024 1.120
C -3.876 3.384 0.201
C -4.548 3.240 -1.037
C -5.141 4.340 -1.647
C -5.085 5.602 -1.048
C -4.423 5.763 0.173
C -3.825 4.673 0.790
H -4.625 2.251 -1.481
H -5.674 4.215 -2.589
H -5.569 6.455 -1.516
H -4.395 6.739 0.653
H -3.348 4.791 1.758
*
```

Properties
relative energy (zero: lowest compared OMol25 entry of this formula, charge and spin): 0.333 eV